The following is a quantum chemistry calculation of a molecular structure, C31H24CdF5I2N6O2S, from the OMol25 dataset.

Values from the calculation:
E_tot = -90762.225 eV
total charge = -1
HOMO = -4.6 eV
strongest force on any atom = 0.6 eV/Å
energy above the lowest of the compared OMol25 structures with the same formula, charge and spin = 0.00 kJ/mol
Kohn-Sham gap = 0.2261 hartree
spin multiplicity = 1

```
72
C31H24CdF5I2N6O2S, DFT the ωB97M-V functional and the def2-TZVPD basis
I 3.54162 0.55563 5.19717
I -1.01190 4.04497 7.08901
Cd 1.60970 0.38679 0.47684
S -2.28603 1.00543 -1.12797
F 3.93890 -0.67989 -1.29691
F 4.64571 -0.05110 1.32906
F 2.76792 -2.35345 -0.52015
F 3.52118 -1.80440 1.98539
F 5.21514 -2.02259 0.65721
O 1.81439 0.69998 2.64855
O 0.64652 0.96642 -1.76772
N 0.21562 2.21248 0.81598
N -6.18488 -4.24887 -1.74350
N -0.08278 -1.32750 0.77408
N -0.17343 0.85577 -2.78720
N 2.81972 2.43245 -0.14429
N -3.95443 -3.55493 -1.31362
C 0.79041 3.53538 0.68967
C 4.14616 -1.24049 0.94233
C -5.26549 -3.38746 -1.31488
C -0.83520 -1.49641 1.85636
C -1.04409 -4.24805 -1.29697
C -0.22059 -2.18179 -0.23003
C -1.91923 -3.39501 0.90622
C -1.10231 -3.26077 -0.21293
C -0.70840 2.10953 1.94101
C -2.03333 -4.91587 -1.90242
C -0.01751 2.13974 3.28550
C -0.33824 0.67664 -5.16494
C -1.55637 0.85039 -2.64613
C -4.36235 -5.69046 -2.25448
C 3.15964 -1.05404 -0.20516
C 4.69903 3.66808 -0.94618
C 4.05025 2.48278 -0.65397
C -3.47904 -4.70849 -1.79376
C -0.61148 2.86814 4.30486
C 1.13368 2.27644 5.84743
C -1.72923 0.66735 -5.07290
C -5.71235 -5.40515 -2.20381
C 4.03612 4.86160 -0.69474
C 1.72830 1.55967 4.83326
C 1.20203 1.42160 3.51301
C 0.39267 0.76308 -4.00901
C 2.75845 4.80985 -0.17490
C 2.17667 3.57001 0.08689
C -2.31286 0.74682 -3.83350
C -1.79137 -2.49411 1.94724
C -0.05530 2.93053 5.56929
H -0.64691 -0.82924 2.68996
H -0.28789 1.94959 -0.04035
H -1.44737 2.92229 1.90823
H 0.14549 4.20655 0.10675
H -2.62346 -4.21316 0.97333
H 1.47252 0.75910 -3.99072
H 0.87559 3.96984 1.69138
H -1.75344 -5.68680 -2.61261
H 2.20228 5.71295 0.04525
H 4.53670 1.53295 -0.83418
H 5.69954 3.65711 -1.35603
H -2.41141 -2.56944 2.83011
H 1.58499 2.32209 6.82828
H -2.33605 0.60180 -5.96734
H -1.53379 3.39971 4.09889
H -6.45253 -6.11948 -2.54969
H -3.38646 0.74558 -3.71998
H 4.50908 5.81462 -0.89636
H -5.63005 -2.44105 -0.92789
H 0.38663 -1.99312 -1.10785
H -3.99597 -6.63612 -2.63037
H -0.03190 -4.48187 -1.61430
H 0.16935 0.61755 -6.11693
H -1.26659 1.18180 1.80811
```


The following is a quantum chemistry calculation of a molecular structure, C31H24Cl3N6O3S3V in a non-equilibrium geometry, from the OMol25 dataset.

Values from the calculation:
E_tot = -143382.458 eV
total charge = -1
expectation value of S² = 3.769
HOMO (alpha / beta) = -4.2 / -4.3 eV
strongest force on any atom = 2.0 eV/Å
energy above the lowest of the compared OMol25 structures with the same formula, charge and spin = 202.14 kJ/mol
Kohn-Sham gap (alpha / beta) = 0.2225 / 0.2187 hartree
spin multiplicity = 4

```
71
C31H24Cl3N6O3S3V, DFT the ωB97M-V functional and the def2-TZVPD basis
V 1.41447 0.38085 -0.44889
Cl 3.39339 -0.87582 -1.48416
Cl 4.92666 -5.42040 -3.90497
Cl 4.52581 -5.35782 1.48034
S 0.32296 3.26126 1.04443
S 1.84140 1.86753 -2.43280
S 2.10963 0.26123 -5.03923
O 1.03876 3.79736 -0.07063
O 0.40855 3.92964 2.31852
O 3.63277 -2.55585 1.07230
N 0.52834 -0.39609 -3.20332
N 3.33938 2.11759 1.50010
N -1.88464 -0.26726 0.37437
N 0.81009 1.67600 1.16763
N -0.04494 -0.29688 -1.90500
N 0.88669 -1.02647 0.94577
C 3.86345 -2.57601 -1.29392
C -0.13978 0.53843 4.65260
C 4.37718 -4.51638 -0.04548
C -2.35932 3.36532 1.53743
C -1.27991 -0.61721 -1.96088
C 4.67519 -5.19709 -1.20087
C -2.26002 -0.61591 -0.85286
C -0.03449 -0.81387 4.51990
C 4.15131 -3.23444 -2.47218
C -4.11963 -0.64485 1.13018
C 0.70727 -3.24486 1.82472
C 3.06204 1.75642 -5.33787
C 0.56831 -0.51944 2.17860
C 0.46455 0.90428 2.33199
C -3.01174 2.85293 -1.10955
C -3.56942 -0.97841 -1.16239
C -2.79099 -0.28674 1.33665
C 3.93592 -3.14595 0.01572
C 0.32454 -1.36496 3.26772
C -4.51360 -0.99255 -0.15024
C 0.41680 -2.76763 3.05755
C -5.46664 3.04860 -0.62068
C 1.39008 0.54169 -3.44822
C -1.37008 3.15291 0.59362
C -4.03032 3.07219 -0.18272
C -3.68862 3.32411 1.13892
C 0.94641 -2.31787 0.78377
C -1.68233 2.89606 -0.73752
C 4.55989 -4.55286 -2.42336
C 2.56023 1.47497 0.80933
C 0.11751 1.40226 3.56483
H 0.04982 2.46635 3.71791
H -6.13816 3.24904 0.21248
H -5.72913 2.07763 -1.04168
H 0.80979 -4.29990 1.62407
H 0.27012 -3.43580 3.89636
H 4.99775 -6.22798 -1.15177
H -3.26634 2.65181 -2.14342
H -2.08755 3.57537 2.56063
H 4.05209 -2.71731 -3.41639
H 3.92873 1.46450 -5.92623
H -0.41584 0.97182 5.60520
H -2.43960 -0.00317 2.32271
H 1.19274 -2.66775 -0.21292
H -1.66447 -0.92042 -2.93668
H -0.88590 2.73971 -1.45428
H 3.39513 2.17333 -4.38951
H 2.91799 2.72197 2.20503
H -5.65181 3.79685 -1.39221
H -5.53779 -1.27322 -0.35990
H -4.47109 3.49471 1.86807
H 2.48334 2.49933 -5.88160
H -4.81651 -0.64243 1.95562
H -0.21852 -1.47787 5.35523
H -3.82788 -1.25457 -2.17603
```


The following is a quantum chemistry calculation of a molecular structure, C31H24Cl4INO3SiZn in a non-equilibrium geometry, from the OMol25 dataset.

Values from the calculation:
E_tot = -154652.917 eV
total charge = -2
HOMO = 1.2 eV
strongest force on any atom = 1.5 eV/Å
energy above the lowest of the compared OMol25 structures with the same formula, charge and spin = 688.03 kJ/mol
Kohn-Sham gap = 0.0971 hartree
spin multiplicity = 1

```
66
C31H24Cl4INO3SiZn, DFT the ωB97M-V functional and the def2-TZVPD basis
I 0.77248 1.53351 3.52828
Zn 0.31832 0.19828 0.90263
Cl 6.67016 -0.97707 -1.32352
Cl 5.07377 0.63759 0.85016
Cl 1.97815 -2.16844 -3.76646
Cl 5.12238 -2.35375 -3.67678
Si 0.09561 -3.15239 1.44479
O 0.75784 -0.58064 -1.49243
O 2.20722 0.50544 0.53912
O 0.12152 1.57013 -1.53322
N 0.24441 -1.84288 0.41562
C -3.85723 0.57239 0.36786
C -1.14159 -0.97089 -3.82046
C 0.08178 3.88080 -1.20528
C -2.11024 1.29575 2.42504
C 2.33038 4.20894 -2.78526
C 0.68400 2.76643 -1.79374
C 1.72416 5.32724 -2.22089
C 4.23344 -0.16748 -0.43838
C 1.28617 -4.57745 1.08837
C -1.59913 -3.98960 1.52379
C 1.81881 2.93388 -2.58434
C 2.16842 -0.71256 -1.52789
C 2.85201 -1.43260 -2.48206
C -1.86272 2.24627 4.67867
C 4.24744 -1.49723 -2.44110
C -1.33311 1.70841 3.54642
C -2.46118 0.41891 0.22125
C 0.44731 -2.52028 3.18181
C 0.59694 5.14955 -1.42497
C -3.26273 2.41023 4.78860
C -0.05494 -1.76365 -0.93461
C -4.06740 2.02756 3.76214
C -3.52789 1.47372 2.57536
C -0.81106 -2.48497 -1.80703
C -0.53404 0.20929 -3.46017
C -1.56835 0.75711 1.21674
C -1.26064 -2.19624 -3.11321
C -4.38079 1.08824 1.51723
C 4.94090 -0.85959 -1.41738
C 0.42640 0.48529 -2.42458
C 2.83278 -0.09634 -0.42821
H 2.12047 6.32022 -2.40519
H -5.14465 2.14082 3.83495
H 1.15564 -5.39629 1.80882
H -2.09048 0.01201 -0.71640
H -3.68605 2.84155 5.68827
H 2.28107 2.05661 -3.01825
H 1.10973 -4.97900 0.08408
H -5.45194 1.21789 1.63897
H 1.38506 -1.95400 3.20085
H 3.22112 4.32798 -3.39288
H -4.51254 0.27955 -0.44445
H 0.10949 6.00857 -0.97602
H 2.32631 -4.24081 1.13239
H 0.52787 -3.33904 3.90814
H -0.35477 -1.85127 3.51646
H -1.82645 -4.52164 0.59401
H -2.39306 -3.25182 1.68774
H -1.21235 2.54551 5.48972
H -1.62892 -4.71722 2.34457
H -0.68425 1.06444 -4.11563
H -1.64010 -0.94848 -4.78788
H -0.78723 3.71598 -0.57857
H -1.19925 -3.40502 -1.36499
H -1.82447 -2.98745 -3.60064
```


The following is a quantum chemistry calculation of a molecular structure, C31H24HfN7O2S6 in a non-equilibrium geometry, from the OMol25 dataset.

Values from the calculation:
E_tot = -113380.391 eV
total charge = +1
HOMO = -9.8 eV
strongest force on any atom = 1.3 eV/Å
energy above the lowest of the compared OMol25 structures with the same formula, charge and spin = 121.32 kJ/mol
Kohn-Sham gap = 0.2437 hartree
spin multiplicity = 1

```
71
C31H24HfN7O2S6, DFT the ωB97M-V functional and the def2-TZVPD basis
Hf -0.34130 -0.40712 0.15530
S 0.42445 0.18591 3.03946
S 2.03342 0.88511 0.25281
S 4.58006 1.21699 -1.78180
S 5.79746 -1.16245 -0.29851
S 5.68130 -3.46789 1.56809
S 3.54316 -1.39890 1.49397
O -0.32804 -4.55585 0.73346
O -3.86017 1.16840 -1.05765
N -0.99487 -2.35052 0.46053
N -2.12558 0.24950 1.76488
N 0.99972 2.79613 2.54533
N -0.39006 1.24186 -1.61504
N -0.86165 2.15333 1.60546
N -2.20957 -0.46777 -0.87616
N 1.06776 -1.85809 -1.00882
C -1.02493 3.51499 -3.09436
C 4.49891 -0.01966 -0.53764
C -0.65046 3.49004 1.24933
C -3.20836 -0.39953 2.21460
C -3.08607 -3.68000 0.69117
C -4.40869 -1.63041 -0.68521
C -2.72369 0.75309 -1.18892
C 0.56311 1.94268 -2.24529
C 3.07859 -3.69101 -1.55393
C -2.02009 2.79494 -2.45143
C -4.44671 -3.76912 0.42773
C 0.28047 3.06183 -3.00936
C -4.38593 1.64689 2.56202
C -2.39150 -2.55280 0.27402
C -0.12853 -3.42031 0.38047
C 5.98845 0.67493 -2.77285
C -3.04561 -1.52748 -0.43219
C -4.34984 0.26512 2.62506
C 0.18909 1.73639 2.43513
C 2.10354 -3.98643 -0.61380
C 1.10676 -3.05919 -0.40259
C 3.00289 -2.48961 -2.23895
C -5.10096 -2.75238 -0.25091
C -1.65969 1.65408 -1.76359
C 2.01172 -1.58236 -1.91293
C 0.50615 3.86626 1.81040
C 5.04965 -2.08556 0.97944
C 3.43819 -0.14285 0.28011
C -2.14997 1.57713 1.81799
C 2.30062 2.78388 3.20059
C -3.24408 2.33333 2.17824
H 6.06299 1.39548 -3.58512
H -3.15272 -1.47645 2.24626
H -3.06623 3.06238 -2.49359
H -4.99415 -4.64334 0.75373
H -6.16020 -2.83280 -0.45552
H 5.83684 -0.31647 -3.19324
H -5.27458 2.19127 2.85011
H 1.04392 4.79559 1.74729
H 2.07304 -4.92014 -0.07120
H 3.07471 2.58980 2.45912
H 1.58070 1.60756 -2.11229
H -3.19159 3.41198 2.19874
H -4.91892 -0.84218 -1.21443
H 1.08977 3.56990 -3.51400
H 2.30749 1.99584 3.94663
H 2.45776 3.74785 3.67821
H 1.97503 -0.60687 -2.37649
H -5.19820 -0.30652 2.97137
H -1.33695 4.02096 0.61387
H -1.26682 4.40067 -3.66684
H 3.72488 -2.23353 -3.00027
H -2.56758 -4.46190 1.22242
H 3.87789 -4.39134 -1.75683
H 6.91381 0.70672 -2.20155
```